(1)
{"formula": "C5H6OS", "method": "ωB97M-V/def2-TZVPD", "lumo_ev": -1.0, "molar_mass_g_mol": 114.17, "de_lowest_kcal_mol": 25.2, "smiles": "C/C=C(/C=O)C=S", "elements": ["S", "O", "C", "C", "C", "C", "C", "H", "H", "H", "H", "H", "H"], "positions_angstrom": [[-0.3433, 1.0620, 2.3825], [-1.6599, 1.7912, -1.7977], [1.1392, -1.3265, 0.8032], [0.4319, -0.6826, -0.3393], [-0.3683, 0.4103, -0.3176], [-0.9367, 0.8394, -1.6396], [-0.7495, 1.2374, 0.8176], [1.7564, -0.5952, 1.3156], [1.7188, -2.1759, 0.4735], [0.4293, -1.6779, 1.5581], [-1.4006, 2.0561, 0.5439], [0.6012, -1.1302, -1.3095], [-0.6185, 0.1920, -2.4907]], "forces_ev_per_a": [[-0.056, 0.029, -0.332], [0.179, -0.288, -0.022], [-0.487, 0.039, -0.054], [-0.157, 0.403, 0.411], [0.052, -0.179, -0.431], [0.173, -0.077, 0.160], [0.188, -0.298, 0.545], [0.203, 0.050, 0.109], [0.270, -0.110, -0.111], [-0.031, 0.116, -0.043], [-0.103, 0.173, -0.115], [-0.086, -0.042, -0.215], [-0.144, 0.185, 0.097]]}

(2)
{"formula": "C2ClNS3", "method": "ωB97M-V/def2-TZVPD", "lumo_ev": -0.7, "molar_mass_g_mol": 169.68, "de_lowest_kcal_mol": 22.1, "elements": ["Cl", "S", "S", "S", "N", "C", "C"], "positions_angstrom": [[-0.1694, 2.0735, -0.2336], [-2.2418, 0.0819, 1.2486], [2.4857, -1.2947, 0.0827], [-0.9870, -1.2413, -1.2537], [1.6221, -0.0308, -0.0321], [-1.5082, -0.4264, -0.0359], [0.7987, 0.8379, 0.2240]], "forces_ev_per_a": [[0.563, 0.677, -0.216], [0.322, 0.023, -0.385], [1.373, -1.719, -0.237], [-0.075, 0.445, 0.086], [-4.412, 4.903, 1.706], [-1.254, -1.509, 0.340], [3.482, -2.820, -1.295]]}

(3)
{"formula": "C10H10BrNO2", "method": "ωB97M-V/def2-TZVPD", "lumo_ev": 0.3, "molar_mass_g_mol": 256.10, "de_lowest_kcal_mol": 30.3, "smiles": "[O-][N+]1=C(CBr)[C@@H](c2ccccc2)CO1", "elements": ["Br", "O", "O", "N", "C", "C", "C", "C", "C", "C", "C", "C", "C", "C", "H", "H", "H", "H", "H", "H", "H", "H", "H", "H"], "positions_angstrom": [[-3.1740, 1.1180, 2.2886], [0.4424, 3.3121, 0.0202], [-1.6195, 3.9685, -0.4695], [-0.9556, 3.0881, 0.0311], [1.0659, 2.2885, 0.7566], [0.2564, -0.1917, 0.1752], [-2.6174, 1.3754, 0.3244], [0.2836, -1.3670, 0.8673], [-1.2239, 1.8969, 0.4344], [0.6843, -2.5524, 0.2213], [0.6744, -1.2960, -1.8886], [-0.0112, 1.1336, 0.8786], [0.6098, -2.5373, -1.1742], [0.5435, -0.0960, -1.2207], [-2.6821, 0.4641, -0.0437], [0.5958, 0.6955, -1.8511], [0.1081, -1.1587, 1.9408], [0.7666, -1.1636, -2.9083], [-0.0117, 1.1068, 2.0049], [1.9072, 1.8023, 0.1547], [0.7398, -3.4413, -1.7391], [-3.3775, 2.0680, 0.0322], [0.7271, -3.5105, 0.7702], [1.2928, 2.8375, 1.6211]], "forces_ev_per_a": [[-0.021, -0.160, -0.542], [-0.110, 1.070, -1.217], [-0.506, 0.516, 0.097], [0.842, -0.193, -0.902], [-0.117, -2.095, -2.719], [0.276, 2.777, -1.384], [1.127, 4.030, 3.970], [0.910, 0.439, 0.882], [-1.039, -1.247, -0.446], [-2.112, -0.327, -0.241], [-0.717, -0.724, 2.803], [0.286, 1.386, 2.314], [1.650, 1.132, -0.354], [-0.550, -4.072, 2.471], [-0.320, -4.151, -1.863], [0.013, 3.054, -0.962], [0.206, -1.144, -0.517], [0.250, -0.709, -2.145], [-0.604, -1.169, -0.912], [-0.613, 1.332, 0.995], [-0.014, -0.352, -0.052], [0.049, 0.389, -0.689], [0.122, 0.684, -0.385], [0.992, -0.467, 1.798]]}

(4)
{"formula": "H3PS", "method": "ωB97M-V/def2-TZVPD", "lumo_ev": 0.1, "molar_mass_g_mol": 66.06, "de_lowest_kcal_mol": 14.8, "smiles": "PS", "elements": ["S", "P", "H", "H", "H"], "positions_angstrom": [[1.3824, 0.4384, -0.5143], [-0.9023, 0.0192, -0.4429], [-1.0840, -0.7444, 0.8022], [1.5966, -0.7927, -0.2154], [-0.9926, 1.0797, 0.3705]], "forces_ev_per_a": [[-2.059, 0.762, -0.093], [1.363, -1.100, -0.057], [0.642, 0.104, -0.901], [0.613, -1.601, 0.299], [-0.559, 1.834, 0.751]]}

(5)
{"formula": "C4H6N2", "method": "ωB97M-V/def2-TZVPD", "lumo_ev": 1.1, "molar_mass_g_mol": 82.11, "de_lowest_kcal_mol": 99.0, "smiles": "N1[C@H]2[C@@H]1[C@H]1N[C@@H]21", "elements": ["N", "N", "C", "C", "C", "C", "H", "H", "H", "H", "H", "H"], "positions_angstrom": [[-0.6185, -1.3080, 0.1953], [1.1120, 0.1859, 1.2053], [-1.0170, 0.0662, -0.0340], [0.0390, 0.9819, 0.6666], [0.0319, -0.4105, -0.9201], [1.1125, 0.4450, -0.2157], [-0.1579, 2.0018, 0.9623], [1.9898, 0.8879, -0.6903], [-0.0002, -0.4222, -2.0144], [-1.2171, -2.0443, -0.1739], [0.7381, -0.7646, 1.3285], [-2.0126, 0.3811, -0.3096]], "forces_ev_per_a": [[0.780, 0.035, -1.671], [0.083, -0.039, 0.286], [-0.242, 0.589, 0.006], [-0.030, 0.521, 0.168], [-0.148, -0.768, 0.017], [0.052, 0.068, -0.033], [0.103, -0.063, 0.309], [-0.423, -0.086, 0.150], [-0.307, -0.939, 0.534], [-0.126, 0.569, -0.208], [0.320, 0.237, 0.332], [-0.063, -0.126, 0.110]]}

(6)
{"formula": "C24H18N3O3RuS", "method": "ωB97M-V/def2-TZVPD", "lumo_ev": [-0.6, -1.1], "spin_multiplicity": 2, "molar_mass_g_mol": 529.56, "elements": ["Ru", "S", "O", "O", "O", "N", "N", "N", "C", "C", "C", "C", "C", "C", "C", "C", "C", "C", "C", "C", "C", "C", "C", "C", "C", "C", "C", "C", "C", "C", "C", "C", "H", "H", "H", "H", "H", "H", "H", "H", "H", "H", "H", "H", "H", "H", "H", "H", "H", "H"], "positions_angstrom": [[0.1132, 0.2139, -0.3521], [0.0577, 0.3964, -2.6241], [-1.5636, -0.9545, -0.2654], [-3.6447, -2.1930, -1.1956], [1.8382, 1.1060, -0.0115], [-1.0037, -1.2645, 1.9420], [0.1273, -0.5442, 1.5355], [-1.0949, 1.8479, -0.3699], [3.7370, 1.8890, 1.0820], [-1.6485, 2.2253, -1.5900], [2.5591, 1.1040, 1.0804], [-3.5822, -2.2515, 2.4752], [-5.2084, -2.9766, 0.3568], [-1.2091, 1.5782, -2.7677], [-3.9724, -2.3816, 0.0991], [-2.9976, 3.9012, -0.5015], [-4.8076, -2.8322, 2.7277], [2.2554, 0.3642, 2.2490], [3.1384, 0.4197, 3.3517], [-0.8504, 2.2016, 2.0519], [-1.7502, 1.9392, -3.9780], [-1.8212, -1.3915, 0.9360], [-2.7325, 2.9421, -4.0710], [-1.4505, 2.5102, 0.7189], [-2.6128, 3.2435, -1.6873], [-5.6181, -3.1990, 1.6546], [4.5693, 1.9172, 2.1675], [1.0660, -0.4220, 2.4104], [-2.4157, 3.5481, 0.6703], [-3.1563, 3.5890, -2.9458], [-3.1422, -2.0202, 1.1693], [4.2785, 1.1731, 3.3262], [-1.1166, 2.9818, 2.7609], [-2.9283, -1.9648, 3.2871], [4.9416, 1.1996, 4.1795], [-2.8022, -1.7006, -1.2231], [5.4679, 2.5211, 2.1306], [2.8881, -0.1567, 4.2353], [-5.8269, -3.2503, -0.4877], [-3.1404, 3.2020, -5.0387], [3.9563, 2.4522, 0.1845], [-3.7440, 4.6857, -0.5428], [-3.9028, 4.3715, -2.9938], [-5.1337, -2.9998, 3.7451], [-1.2177, 1.2487, 2.4342], [0.9094, -0.9316, 3.3590], [-1.4007, 1.4383, -4.8718], [0.2356, 2.1533, 1.9816], [-6.5814, -3.6593, 1.8365], [-2.6793, 4.0401, 1.5953]], "forces_ev_per_a": [[0.270, -0.134, -0.386], [0.120, -0.127, 0.264], [-0.038, 0.161, -0.008], [-0.079, -0.044, 0.016], [0.083, 0.164, 0.082], [0.280, 0.234, -0.169], [-0.343, -0.209, 0.228], [-0.253, 0.079, -0.185], [-0.057, -0.041, -0.037], [0.017, -0.088, 0.037], [0.052, -0.017, -0.134], [0.003, -0.050, 0.034], [0.002, -0.003, 0.021], [0.001, 0.046, 0.071], [-0.045, 0.017, -0.102], [-0.048, 0.028, -0.004], [0.017, 0.012, -0.027], [-0.116, -0.066, 0.119], [-0.029, -0.010, -0.005], [0.080, -0.065, -0.015], [-0.077, 0.042, -0.081], [-0.283, 0.047, 0.217], [0.072, -0.070, 0.026], [-0.126, 0.174, 0.095], [-0.057, 0.043, 0.014], [-0.017, -0.001, 0.006], [0.060, -0.022, 0.110], [0.183, -0.032, -0.021], [0.067, -0.066, -0.011], [0.027, -0.027, 0.021], [0.155, -0.060, -0.096], [0.024, 0.065, -0.088], [-0.003, 0.016, -0.001], [-0.003, 0.002, 0.002], [0.004, 0.008, -0.010], [0.029, 0.026, 0.011], [-0.009, -0.003, 0.006], [-0.006, -0.001, -0.011], [0.007, 0.000, 0.004], [0.001, -0.012, 0.002], [-0.001, 0.001, 0.006], [0.012, -0.015, 0.000], [0.004, -0.002, 0.005], [0.005, -0.004, -0.005], [-0.016, 0.027, -0.011], [0.020, -0.005, -0.015], [-0.010, 0.013, -0.002], [-0.006, -0.034, 0.027], [0.005, 0.004, -0.002], [0.021, -0.001, 0.003]]}